P.
The following is a DFT calculation (the ωB97M-V functional and the def2-TZVPD basis) of a gas-phase ion, C3H5O3S (charge -1).

Lowest unoccupied orbital energy, eV: 3.89
Molar mass, g mol⁻¹: 121.1
Kohn-Sham gap, eV: 6.243
SMILES: CCC(=O)OS[O-]
HOMO, Ha: -0.0865

```
! RIJCOSX wB97M-V def2-TZVPD def2/J DEFGRID3
* xyz -1 1
C 0.31165 0.03881 -0.57253
C -1.02567 -0.06540 0.21945
C -1.81202 -1.32347 0.03979
O -1.25695 -2.36244 -0.32116
O -3.17460 -1.26987 0.09998
S -3.93575 0.35474 -0.19406
O -3.67736 1.23537 1.01668
H 0.82747 1.05641 -0.28094
H 0.29576 -0.03919 -1.65600
H 0.89000 -0.85282 -0.41970
H -1.58292 0.79218 0.05025
H -0.90532 0.03733 1.30946
*
```


Q.
The following is a DFT calculation (the ωB97M-V functional and the def2-TZVPD basis) of a gas-phase ion, C3H5O3S (charge -1).

Lowest unoccupied orbital energy, eV: 3.95
Molar mass, g mol⁻¹: 121.1
Kohn-Sham gap, eV: 7.693
HOMO, Ha: -0.1376

```
! RIJCOSX wB97M-V def2-TZVPD def2/J DEFGRID3
* xyz -1 1
C 1.91296 -0.88681 0.23126
C 1.04452 0.08471 0.34203
C -0.16932 0.42140 -0.41657
O -2.60413 0.79195 0.48111
O -2.15542 -1.26549 -0.74459
O -0.43094 1.79414 -0.41846
S -1.73437 -0.51014 0.40744
H 2.80365 -1.01125 0.86711
H 1.89993 -1.55116 -0.63629
H 1.23721 0.65609 1.22923
H -0.29262 -0.31306 -1.35800
H -1.51149 1.78962 0.01572
*
```


R.
The following is a DFT calculation (the ωB97M-V functional and the def2-TZVPD basis) of a gas-phase ion, C3H5O3S (charge -1).

Lowest unoccupied orbital energy, eV: 3.98
Molar mass, g mol⁻¹: 121.1
Kohn-Sham gap, eV: 8.844
SMILES: O=S(=O)([O-])C1CC1
HOMO, Ha: -0.1788

```
! RIJCOSX wB97M-V def2-TZVPD def2/J DEFGRID3
* xyz -1 1
O 2.12185 -0.46104 -0.90732
S 0.77780 -0.89196 -1.29697
O 0.63893 -2.34371 -1.39626
O 0.24950 -0.17601 -2.48405
C -0.48767 -0.29838 0.08268
C -0.32000 0.18030 1.45191
C -0.36052 1.18617 0.30452
H -1.52721 -0.69489 -0.18107
H 0.51778 0.01405 2.04742
H -1.19508 0.26981 2.22040
H -1.15818 1.89091 0.09699
H 0.74280 1.32474 0.06172
*
```


Short version: P is the most stable of them.


P.
The following is a DFT calculation (the ωB97M-V functional and the def2-TZVPD basis) of a single C5H7NOS molecule.

Lowest unoccupied orbital energy, eV: 0.54
Molar mass, g mol⁻¹: 129.2
Kohn-Sham gap, eV: 9.034
SMILES: C[C@H]1C(=S)N[C@@H]1C=O
HOMO, Ha: -0.3121

```
! RIJCOSX wB97M-V def2-TZVPD def2/J DEFGRID3
* xyz 0 1
C -1.77611 -0.11892 0.63129
C -0.53264 -0.34707 -0.12717
C -0.29497 0.41738 -1.37201
S -1.12243 0.63609 -2.76529
N 0.78296 0.99845 -0.87574
C 0.76146 0.27207 0.42467
C 1.94981 -0.64080 0.59914
O 2.90196 -0.68967 -0.13017
H -2.63211 -0.38704 0.01500
H -1.83017 -0.73672 1.52606
H -1.89622 0.94772 0.84368
H -0.43505 -1.38764 -0.36395
H 1.60286 1.39268 -1.33795
H 0.56333 0.82629 1.32140
H 1.95731 -1.18281 1.61104
*
```


Q.
The following is a DFT calculation (the ωB97M-V functional and the def2-TZVPD basis) of 2 unconnected molecules or ions with the total composition C5H7NOS.

Lowest unoccupied orbital energy, eV: -0.29
Molar mass, g mol⁻¹: 129.2
Kohn-Sham gap, eV: 8.233
HOMO, Ha: -0.3133

```
! RIJCOSX wB97M-V def2-TZVPD def2/J DEFGRID3
* xyz 0 1
C 0.14977 0.67067 0.75392
C -0.98652 0.94868 -0.42208
C -1.31589 -0.54362 -0.05124
C 0.12615 -0.75525 0.53231
C 0.98133 -1.01217 -0.69879
H 2.28997 0.56512 0.93331
H -0.37208 1.08455 1.71019
H -1.52371 1.88234 -0.20681
H -1.40579 -1.07041 -0.93823
H -1.98169 -0.55759 0.73288
H 0.22654 -1.48313 1.40645
H 1.97086 -1.61103 -0.62044
N 0.90565 -0.46808 -1.81453
O 1.25483 1.50415 0.73934
S -0.31942 0.84577 -2.05629
*
```


R.
The following is a DFT calculation (the ωB97M-V functional and the def2-TZVPD basis) of a single C5H7NOS molecule.

Lowest unoccupied orbital energy, eV: -0.83
Molar mass, g mol⁻¹: 129.2
Kohn-Sham gap, eV: 7.805
SMILES: C/C=C\NC(=S)C=O
HOMO, Ha: -0.3175

```
! RIJCOSX wB97M-V def2-TZVPD def2/J DEFGRID3
* xyz 0 1
C -2.88256 1.62355 0.74086
C -2.56587 0.15815 0.66607
C -1.39767 -0.41307 0.37347
N -0.22263 0.33472 0.09637
C 0.99473 -0.07333 -0.26533
S 2.24618 0.95824 -0.54602
C 1.30074 -1.56415 -0.43225
O 0.55340 -2.47218 -0.16608
H -3.75511 1.88024 0.14470
H -3.08615 1.90360 1.78010
H -2.06677 2.31541 0.38992
H -3.38858 -0.51007 0.87883
H -1.25969 -1.47878 0.34852
H -0.26700 1.34102 0.17853
H 2.31941 -1.73580 -0.82712
*
```


Short version: R is the most stable of them.


P.
The following is a DFT calculation (the ωB97M-V functional and the def2-TZVPD basis) of a molecular structure, C5H7NOS.

Lowest unoccupied orbital energy, eV: -0.73
Molar mass, g mol⁻¹: 129.2
Kohn-Sham gap, eV: 7.595
HOMO, Ha: -0.3058

```
! RIJCOSX wB97M-V def2-TZVPD def2/J DEFGRID3
* xyz 0 1
C 0.36998 -0.22550 -2.60030
C -0.20652 1.95780 1.42331
C -0.36827 -0.23809 -1.48866
C 0.38660 0.78831 1.39586
C -0.23489 -1.15866 -0.41362
N -0.34121 -0.43853 1.34145
O 0.28301 -1.44359 2.06792
S -0.19517 -2.74301 -0.35938
H 0.16631 0.41001 -3.37989
H 1.12070 -0.96091 -2.84206
H 0.24578 2.85701 1.32677
H -1.33824 2.20067 1.65896
H -1.10059 0.59027 -1.32226
H 1.47593 0.58237 1.30646
H -0.26341 -2.17815 1.88545
*
```


Q.
The following is a DFT calculation (the ωB97M-V functional and the def2-TZVPD basis) of a single C5H7NOS molecule.

Lowest unoccupied orbital energy, eV: -0.57
Molar mass, g mol⁻¹: 129.2
Kohn-Sham gap, eV: 8.092
SMILES: C=CC(=O)C(=S)NC
HOMO, Ha: -0.3183

```
! RIJCOSX wB97M-V def2-TZVPD def2/J DEFGRID3
* xyz 0 1
C -0.42462 0.76586 -2.73799
C -0.74769 0.96584 -1.46635
C -0.44971 -0.06474 -0.43581
O -0.11865 -1.16641 -0.75322
C -0.74205 0.26189 1.03196
S -2.03688 1.17296 1.53989
N 0.19040 -0.22690 1.86738
C 1.28480 -1.10301 1.57519
H -0.15740 -0.21272 -3.13250
H -0.45122 1.55529 -3.49557
H -1.08109 1.93096 -1.09501
H 0.18536 0.26441 2.71603
H 1.33025 -1.94175 2.31701
H 1.01888 -1.69154 0.75975
H 2.19964 -0.51013 1.30923
*
```


R.
The following is a DFT calculation (the ωB97M-V functional and the def2-TZVPD basis) of a single C5H7NOS molecule.

Lowest unoccupied orbital energy (alpha / beta), eV: 0.59 / 0.59
Molar mass, g mol⁻¹: 129.2
Kohn-Sham gap (alpha / beta), eV: 8.730 / 8.729
SMILES: C=C1C=C[C@H](SN)O1
HOMO (alpha / beta), Ha: -0.2991 / -0.2990

```
! RIJCOSX wB97M-V def2-TZVPD def2/J DEFGRID3
* xyz 0 1
C -2.80860 0.75868 0.28081
C -1.55547 0.35146 -0.11245
C -1.10320 -0.30139 -1.31960
C 0.22337 -0.41437 -1.29966
C 0.71806 0.10995 -0.07157
S 1.54010 -1.24973 0.94927
N 2.99144 -0.57419 1.55135
O -0.45607 0.65753 0.66717
H -3.67488 0.52473 -0.42633
H -3.05030 0.83426 1.31876
H -1.70938 -0.71186 -2.15566
H 0.86247 -0.66902 -2.08287
H 1.54486 0.90493 -0.36145
H 3.66428 -0.51095 0.84300
H 2.81332 0.28997 2.21923
*
```


Short version: Q is the most stable of them.